No. 1
Here is a molecular structure, C5H13N3 at a distorted geometry from the OMol25 dataset. Energies are from ωB97M-V/def2-TZVPD.

Each line ends with the natural charge from an NBO analysis.
Element x y z (Å)
C1 -1.501 -0.212 0.669  -0.2730
C2 -1.927 -1.562 0.154  -0.6522
C3 -0.133 0.776 -0.369  -0.2462
C4 -0.257 2.069 0.078  -0.3749
H1 -1.289 -0.163 1.729  0.1977
H2 -2.226 0.555 0.406  0.1815
H3 -0.676 0.394 -1.226  0.2446
H4 -1.296 -2.358 0.536  0.2323
H5 -1.904 -1.603 -0.939  0.2013
H6 -2.968 -1.741 0.451  0.2151
H7 -1.222 2.506 0.297  0.1899
H8 0.612 2.653 0.354  0.1877
C5 1.203 -0.031 -0.247  0.3047
N1 1.473 -0.668 -1.536  -0.8360
N2 2.401 0.738 0.070  -0.8441
N3 0.793 -0.945 0.760  -0.4995
H9 2.338 -1.193 -1.435  0.3696
H10 0.746 -1.352 -1.718  0.3588
H11 2.319 1.218 0.956  0.3583
H12 2.597 1.412 -0.661  0.3738
H13 0.916 -0.493 1.670  0.3106

## Properties
- energy (eV) = -9861.3235
- total charge = 0
- F_max (eV/A) = 2.52
- LUMO (spin up / spin down) (eV) = 0.03 / -0.15
- relative energy (zero: lowest compared OMol25 entry of this formula, charge and spin) (kcal per mole) = 116.29

No. 2
Here is 3 unconnected molecules or ions with the total composition C32H26ClFNO6S2 at a distorted geometry from the OMol25 dataset. Energies are from ωB97M-V/def2-TZVPD.

Each line ends with the natural charge from an NBO analysis.
Element x y z (Å)
N1 5.834 -0.484 0.888  -0.9764
S1 4.301 0.081 0.602  1.4681
F1 4.050 1.131 1.708  -0.4010
C1 3.162 -1.268 1.005  -0.5941
C2 1.815 -0.887 0.333  -0.4160
C3 0.592 -1.338 1.161  -0.4198
C4 -0.564 -1.751 0.214  -0.6466
S2 -1.875 -0.522 0.076  2.1029
O1 -2.913 -0.804 0.999  -0.8794
O2 -2.311 -0.555 -1.270  -0.8967
Cl1 -1.100 1.341 0.413  -0.2143
H1 5.992 -1.289 0.276  0.4291
H2 6.470 0.274 0.633  0.4278
H3 3.583 -2.184 0.589  0.2683
H4 3.067 -1.329 2.090  0.2810
H5 1.838 -1.269 -0.685  0.2316
H6 1.785 0.207 0.285  0.2261
H7 0.304 -0.492 1.784  0.2471
H8 0.814 -2.187 1.806  0.2302
H9 -0.220 -1.969 -0.792  0.2579
H10 -1.032 -2.653 0.605  0.2809
C5 -4.217 -3.733 -1.882  -0.2069
C6 -4.668 -2.484 -2.297  -0.1853
C7 -4.833 -2.219 -3.646  -0.1742
C8 -4.537 -3.198 -4.587  -0.0580
C9 -4.062 -4.443 -4.171  -0.1477
C10 -3.914 -4.710 -2.815  -0.1596
C11 -3.693 -5.489 -5.164  0.5283
O3 -3.283 -6.573 -4.800  -0.5275
C12 -3.830 -5.172 -6.611  -0.0550
C13 -3.440 -6.113 -7.555  -0.1865
C14 -3.574 -5.836 -8.905  -0.1873
C15 -4.108 -4.619 -9.318  -0.1891
C16 -4.494 -3.675 -8.382  -0.1525
C17 -4.349 -3.943 -7.027  -0.1543
C18 -4.736 -2.905 -6.033  0.5349
O4 -5.198 -1.842 -6.392  -0.5196
H11 -4.098 -3.941 -0.826  0.2125
H12 -4.891 -1.720 -1.566  0.2253
H13 -5.188 -1.250 -3.970  0.2404
H14 -3.559 -5.680 -2.493  0.2365
H15 -3.028 -7.060 -7.234  0.2397
H16 -3.266 -6.569 -9.639  0.2215
H17 -4.219 -4.408 -10.374  0.2220
H18 -4.905 -2.728 -8.703  0.2405
C19 1.338 3.177 2.085  -0.2184
C20 2.503 3.711 1.539  -0.2176
C21 3.375 4.434 2.334  -0.1660
C22 3.081 4.637 3.676  -0.1321
C23 1.903 4.123 4.218  -0.0487
C24 1.038 3.383 3.420  -0.1774
C25 1.548 4.372 5.645  0.5154
O5 0.525 3.917 6.111  -0.5132
C26 2.472 5.192 6.472  -0.0608
C27 2.132 5.482 7.787  -0.1810
C28 2.990 6.234 8.572  -0.1788
C29 4.195 6.693 8.049  -0.1834
C30 4.537 6.411 6.738  -0.1491
C31 3.674 5.669 5.941  -0.1610
C32 4.039 5.403 4.525  0.5490
O6 5.087 5.800 4.061  -0.5188
H19 0.663 2.603 1.463  0.2052
H20 2.729 3.560 0.489  0.2086
H21 4.282 4.846 1.913  0.2412
H22 0.130 2.974 3.845  0.2445
H23 1.197 5.124 8.195  0.2435
H24 2.721 6.464 9.594  0.2266
H25 4.866 7.275 8.667  0.2263
H26 5.472 6.772 6.330  0.2412

## Properties
- energy (eV) = -84283.1955
- total charge = +1
- F_max (eV/A) = 2.50
- LUMO (eV) = -4.57

No. 3
Here is a molecular structure, C20H40AsIMnN5OSi at a distorted geometry from the OMol25 dataset. Energies are from ωB97M-V/def2-TZVPD.

Each line ends with the natural charge from an NBO analysis.
Element x y z (Å)
Mn1 0.237 0.811 1.441  1.3245
C1 -0.716 -3.923 -0.910  -1.2893
Si1 -1.416 -2.984 -2.373  2.1872
C2 0.106 -2.282 -3.416  -0.5119
C3 -0.424 -2.425 -4.857  -0.6566
C4 0.414 -0.841 -2.959  -0.6367
C5 1.380 -3.128 -3.180  -0.6302
C6 -2.945 -1.880 -2.021  -0.5942
C7 -2.867 -0.463 -2.560  -0.6206
C8 -4.074 -2.694 -2.683  -0.6450
C9 -3.149 -1.798 -0.487  -0.6178
H1 -1.411 -4.048 -0.006  0.2754
H2 0.152 -3.383 -0.566  0.2722
H3 -0.427 -4.919 -1.214  0.2921
H4 -1.415 -1.912 -5.044  0.2254
H5 -0.547 -3.505 -5.123  0.2350
H6 0.327 -2.013 -5.605  0.2549
H7 -0.187 -0.103 -3.564  0.2436
H8 1.506 -0.660 -3.177  0.2512
H9 0.268 -0.608 -1.898  0.1964
H10 1.250 -4.204 -3.425  0.2366
H11 1.729 -3.010 -2.131  0.2031
H12 2.218 -2.704 -3.793  0.2486
H13 -2.630 -0.370 -3.642  0.2360
H14 -2.079 0.143 -2.070  0.1993
H15 -3.789 0.110 -2.381  0.2446
H16 -4.081 -2.542 -3.800  0.2447
H17 -5.085 -2.397 -2.346  0.2612
H18 -3.980 -3.782 -2.513  0.2218
H19 -2.209 -1.743 0.113  0.1871
H20 -3.770 -2.615 -0.138  0.2454
H21 -3.705 -0.863 -0.171  0.2391
C10 4.668 3.501 1.990  -0.4269
N1 3.594 2.780 2.693  -0.3808
C11 3.634 2.830 4.055  0.1797
C12 2.724 2.096 4.746  -0.3750
C13 1.624 1.536 4.077  0.4874
N2 1.497 1.665 2.753  -0.7326
C14 2.511 2.225 2.022  0.7683
O1 2.414 2.230 0.775  -0.6575
N3 0.706 0.800 4.749  -0.7405
H22 4.368 4.562 1.780  0.2438
H23 4.819 3.073 1.007  0.2533
H24 5.597 3.386 2.575  0.2407
H25 4.415 3.504 4.450  0.2703
H26 2.866 1.867 5.811  0.2707
H27 0.743 0.842 5.749  0.4326
H28 -0.173 0.568 4.345  0.3968
I1 5.299 -2.421 1.158  0.3207
C15 3.215 -2.066 1.385  -0.2913
C16 2.285 -2.609 2.277  0.0210
N4 1.082 -1.990 2.131  -0.3492
N5 1.175 -1.050 1.103  -0.4853
C17 2.463 -1.103 0.660  -0.0084
H29 2.455 -3.389 2.989  0.2680
H30 0.178 -2.218 2.513  0.4360
H31 2.842 -0.497 -0.168  0.2655
C18 -3.186 2.990 -0.404  -0.8590
As1 -1.612 2.555 0.750  0.6747
C19 -0.516 4.099 0.087  -0.8975
C20 -2.209 3.515 2.415  -0.8681
H32 -3.269 4.105 -0.425  0.2652
H33 -4.128 2.544 -0.046  0.2557
H34 -2.879 2.667 -1.427  0.2397
H35 -0.846 5.060 0.567  0.2554
H36 -0.712 4.166 -1.001  0.2463
H37 0.544 3.899 0.236  0.2417
H38 -2.277 4.573 2.214  0.2510
H39 -1.433 3.360 3.168  0.2186
H40 -3.157 3.081 2.740  0.2459

## Properties
- energy (eV) = -138996.5262
- total charge = +3
- F_max (eV/A) = 3.72
- 2S+1 = 4
- LUMO (spin up / spin down) (eV) = -10.30 / -9.68
- relative energy (zero: lowest compared OMol25 entry of this formula, charge and spin) (kcal per mole) = 0.00